No. 1
DFT (wB97M-V/def2-TZVPD) results for a structure of composition C23H22HfN3O3S3.

Values from the calculation:
* orbital gap: 7.75 eV
* net charge: +1
* total energy: -2522.146378 Ha
* HOMO level: -0.415 Ha

```
55
Properties=species:S:1:pos:R:3:forces:R:3
Hf -0.1728 -0.0284 -0.2358 0.2 0.3 -0.1
S -0.2386 -2.3196 0.5869 0.1 -0.1 0.0
S 0.5616 1.1698 1.7436 0.1 0.1 0.1
S 0.8648 1.0091 -5.1966 0.1 0.1 0.0
O 2.3592 0.3331 -5.4555 0.0 0.1 0.0
O 1.3087 0.3712 -1.4887 -0.3 -0.6 0.0
O -0.1314 -0.0172 -5.4520 -0.1 -0.1 0.0
N -1.9766 -0.8700 -1.4771 -0.2 -0.1 -0.1
N 0.8932 1.1635 -3.5322 -0.1 0.0 0.0
N -1.8143 1.6107 -0.0862 -0.2 0.1 0.1
C -0.9163 2.0491 2.1622 0.0 0.0 0.0
C 4.0877 -2.6601 -4.3721 0.0 0.0 0.1
C -1.0108 2.6479 3.4162 0.0 0.0 0.0
C -2.6227 -2.0227 -0.8246 0.0 0.0 0.0
C 2.7693 -0.6904 -4.6524 0.1 -0.2 0.0
C -2.4804 -3.8580 0.7231 0.0 0.0 0.0
C 2.3911 -0.7459 -3.3118 0.0 0.1 0.0
C -3.7460 -4.2741 0.3558 0.0 0.0 0.0
C -3.0996 3.6535 2.7955 0.0 0.0 0.0
C -2.0997 3.4395 3.7346 0.0 0.0 0.0
C -1.9031 -2.7370 0.1294 0.0 0.1 0.0
C 3.7127 -2.7377 -3.0288 0.0 0.0 -0.1
C -4.4456 -3.5813 -0.6237 0.0 0.0 0.0
C 3.6226 -1.6456 -5.1841 0.0 0.1 -0.1
C 1.5134 0.3004 -2.8141 0.0 0.2 0.2
C -3.1203 1.0512 -0.5307 0.0 -0.1 -0.1
C -1.3011 -1.3397 -2.7228 0.0 -0.2 -0.2
C -3.0164 3.0546 1.5501 -0.2 -0.1 -0.1
C 2.8744 -1.7805 -2.5031 0.0 0.0 0.0
C -1.9431 2.2318 1.2413 0.2 0.1 0.1
C -1.2982 2.6346 -1.0467 0.1 0.1 0.0
C -3.8820 -2.4642 -1.2147 0.0 0.1 0.0
C -2.9310 0.2278 -1.7827 0.1 0.1 0.1
H -2.0533 3.4003 -1.2338 -0.1 -0.1 0.0
H -3.8965 -0.1365 -2.1211 0.0 -0.1 -0.1
H -3.8027 3.2384 0.8294 0.0 0.0 0.0
H -1.9129 -4.3962 1.4704 0.0 0.0 0.0
H -2.1627 3.9001 4.7110 0.0 0.0 0.0
H -5.4260 -3.9104 -0.9385 0.0 0.0 0.0
H -0.9966 2.1860 -1.9970 0.0 0.0 0.0
H -3.9443 4.2872 3.0270 0.0 0.0 0.0
H -4.1832 -5.1456 0.8234 0.0 0.0 0.0
H 4.7523 -3.4066 -4.7863 0.0 0.0 0.0
H -3.4963 0.4191 0.2766 0.0 0.0 0.0
H 4.0844 -3.5394 -2.4067 0.0 0.0 0.0
H -4.4340 -1.9612 -1.9964 0.0 0.0 0.0
H -0.8182 -0.5045 -3.2250 0.0 0.0 0.0
H 2.5831 -1.8146 -1.4626 0.0 0.0 0.0
H -0.2082 2.4884 4.1238 0.0 0.0 0.0
H -0.4227 3.1123 -0.6092 0.0 0.0 0.0
H -0.5663 -2.1065 -2.4705 0.0 0.0 0.0
H -3.8574 1.8351 -0.7087 0.1 0.1 0.0
H 3.9062 -1.5746 -6.2253 0.0 0.0 0.0
H -2.5183 0.8208 -2.5985 0.0 0.0 0.0
H -2.0149 -1.7730 -3.4249 -0.1 0.0 0.1
```
Positions in Å, forces in eV/Å.

=====

No. 2
DFT (wB97M-V/def2-TZVPD) results for a structure of composition C23H22HgN4O at a distorted geometry.

Values from the calculation:
* orbital gap (alpha / beta): 3.95 / 3.89 eV
* net charge: -2
* total energy: -1336.790105 Ha
* HOMO level (alpha / beta): 0.034 / 0.036 Ha

```
51
Properties=species:S:1:pos:R:3:forces:R:3
Hg -0.8931 -0.9294 0.1431 2.0 -3.9 0.1
O -2.8770 -0.9294 0.1431 -5.7 0.1 -0.1
N -0.9456 3.9276 0.1246 -0.9 1.0 -0.2
N -1.7662 3.9291 -2.0575 0.0 0.5 -0.3
N -4.2615 -0.9369 0.1412 0.4 1.0 0.2
N -0.8931 1.0920 0.1431 -6.9 3.2 5.1
C -6.3848 -2.0840 -0.1685 3.7 -0.9 -0.3
C -0.5408 3.2106 1.2004 -1.3 -1.0 0.7
C 3.1473 -2.5896 0.0058 -0.7 0.0 -0.2
C 3.4983 -3.8644 0.4871 0.8 0.1 -0.2
C 1.7850 0.4245 0.1892 0.6 -1.0 -0.2
C 1.7258 -2.1620 0.1368 1.0 1.2 -0.3
C -1.3259 3.2103 -0.9482 -0.1 -1.8 1.3
C -1.3075 1.8161 -0.9265 -4.7 2.8 -2.2
C -6.3012 0.2603 0.4642 -0.5 -0.8 -0.2
C 5.7816 -3.5535 -0.2517 -0.1 0.0 0.1
C 1.0022 1.5009 -0.2608 6.8 -0.2 -3.0
C 3.5492 2.0039 0.7660 -0.2 -0.5 0.2
C 1.4953 2.8084 -0.2204 2.1 0.1 -0.7
C -0.5125 1.8263 1.2097 -2.3 1.3 2.2
C 4.8079 -4.3383 0.3672 -0.3 0.5 -0.2
C 1.1730 -0.9294 0.1431 3.7 0.3 0.6
C -7.0450 -0.9497 0.1375 -1.3 1.8 0.5
C 2.7707 3.0594 0.2876 -0.7 -0.3 0.0
C -4.9559 0.2171 0.4526 0.7 -0.2 0.0
C 4.1348 -1.8206 -0.6418 0.7 -0.7 -0.1
C 3.0595 0.6943 0.7255 -0.2 1.1 0.4
C -4.9355 -2.0942 -0.1712 -2.6 -0.7 -0.2
C 5.4436 -2.2987 -0.7613 -0.7 -0.2 0.3
H 6.7944 -3.9229 -0.3476 0.1 0.0 0.0
H 1.0055 -2.9711 0.2122 -0.1 -0.5 0.1
H 0.0079 1.3289 -0.6548 6.5 -0.2 -3.0
H -0.1843 1.2703 2.0803 0.1 0.0 0.0
H -1.2638 3.6674 -2.8979 -0.1 0.1 0.0
H -6.8992 -3.0016 -0.4163 0.0 -0.1 0.0
H -0.8931 -2.6167 0.1431 -0.5 -1.6 0.0
H -4.3362 1.0755 0.6843 0.1 -0.2 -0.1
H 5.0660 -5.3167 0.7515 0.0 -0.1 0.0
H 0.8859 3.6275 -0.5800 0.7 -0.2 -0.3
H 3.9020 -0.8636 -1.0822 -0.2 0.0 0.1
H 3.1502 4.0724 0.3223 0.0 0.1 0.0
H 2.7573 -4.4925 0.9669 -0.1 0.1 0.0
H 6.1946 -1.6992 -1.2592 0.0 0.1 0.0
H -6.8337 1.1676 0.7090 0.1 0.1 0.0
H -8.1257 -0.9092 0.1483 -0.1 -0.1 0.0
H -1.6370 1.2383 -1.7826 -0.1 0.1 0.0
H 4.5301 2.2016 1.1788 0.1 0.0 0.0
H 3.6729 -0.0904 1.1400 0.0 -0.2 -0.1
H -1.6434 4.9149 -1.8370 0.1 -0.2 -0.2
H -4.3447 -2.9683 -0.4071 0.0 0.2 0.1
H -0.2362 3.7876 2.0661 0.1 -0.2 0.0
```
Positions in Å, forces in eV/Å.

=====

No. 3
DFT (wB97M-V/def2-TZVPD) results for an isolated molecule of C23H22N4O4S at a distorted geometry.

Values from the calculation:
* SMILES: CCOC(=O)CSC1=Nc2ccccc2C2=N[C@@H](CC(=O)NCc3ccccc3)C(=O)N12
* orbital gap: 6.69 eV
* net charge: 0
* total energy: -1807.194447 Ha
* HOMO level: -0.282 Ha

```
54
Properties=species:S:1:pos:R:3:forces:R:3
S 3.4782 0.1585 1.1943 -1.6 2.3 1.3
O 1.7084 1.3400 -2.0465 -3.0 -5.9 -4.2
O 0.7049 2.1087 1.6689 -9.4 -1.8 -2.1
O 4.0118 -0.9601 -1.0857 -3.4 -1.7 -0.6
O 2.2479 3.6026 1.5881 5.3 -6.8 6.9
N -0.3381 0.1569 -2.2033 2.2 -1.5 -4.5
N 0.7527 -2.3715 -1.8421 1.3 -2.8 3.2
N 0.9466 -0.8015 2.0259 5.1 -2.1 -6.4
N 1.8697 -1.3902 -0.4355 0.5 4.5 14.9
C 1.0083 0.2606 -2.6740 -2.0 8.3 8.9
C 2.8355 -1.4237 -1.2521 7.5 2.2 -1.6
C -3.3762 -0.0470 1.2421 3.3 -1.9 7.2
C -4.1444 -0.9182 -0.6433 0.2 -1.1 -6.0
C 1.5579 -0.8221 -3.3645 3.0 -1.2 -0.5
C -3.1628 -0.2460 -1.3069 1.0 -0.3 -3.8
C -2.1384 0.3453 0.8836 -3.0 0.2 -8.6
C 2.0541 -0.7412 0.9385 -4.6 -0.6 2.6
C -2.3185 -3.3140 1.4531 2.2 -1.5 -3.9
C 0.0378 -1.8620 1.7153 -1.7 2.7 -0.8
C 1.6677 4.3117 0.7271 0.2 4.3 -5.2
C -2.1655 0.3368 -0.6962 3.6 3.4 3.8
C 1.7694 2.3648 1.9249 4.1 3.7 -1.3
C -4.1716 -1.0274 0.5858 -3.3 2.1 12.0
C -1.3293 -3.1223 0.3620 -10.7 -5.9 -1.4
C -0.3027 -2.4486 0.3637 10.9 6.9 5.7
C -1.9035 -2.8254 2.6762 -1.7 -1.9 -6.5
C -0.9429 -1.9425 2.6951 4.5 0.6 1.3
C 2.3314 4.1736 -0.6297 -9.0 1.9 -1.5
C 2.5841 1.3936 2.4951 4.2 -3.9 4.3
C 0.8357 -2.1851 -0.4844 -4.8 -2.1 -9.6
C -1.1041 1.1980 -1.5147 2.8 -5.2 5.0
C 2.1523 -1.9891 -2.3187 -9.2 8.4 0.2
H 1.8817 5.0000 -1.3948 0.6 -1.9 1.7
H 2.4020 -2.7023 -2.7920 4.3 -9.2 -6.6
H -0.2854 1.6226 -0.8337 -1.4 -0.4 -0.5
H 1.9643 0.7104 3.2877 1.7 1.8 -2.2
H 3.4406 1.9008 3.0165 -0.5 -0.8 -0.4
H -5.0801 -1.4127 1.3952 2.7 0.4 -3.1
H 3.2533 4.2648 -0.8032 7.7 0.9 0.0
H -0.7197 -1.6071 3.6802 0.4 1.1 0.5
H 1.9545 5.2297 1.0702 -0.1 3.5 0.5
H -2.9973 -0.3606 -2.4030 -1.0 0.3 0.6
H -2.5297 -3.0110 3.3627 -4.1 -1.0 5.9
H 2.4611 -0.2890 -3.6707 0.2 -0.7 -1.5
H -3.1718 -0.0826 2.4338 -2.2 0.1 -2.0
H -4.6443 -1.6426 -1.1018 -2.7 -2.4 -2.9
H -1.5118 1.9964 -1.9476 -1.7 2.7 -2.9
H 2.0425 3.2340 -0.9749 -0.5 -1.6 -1.2
H -0.7556 -0.7217 -2.6691 0.1 2.2 1.4
H 0.6438 4.2574 0.7411 -2.7 -0.4 -0.5
H -1.6826 -3.5588 -0.5842 0.4 0.0 0.2
H -1.4676 1.0364 1.2141 1.8 1.3 2.0
H 0.7865 -1.1735 -4.0803 1.3 -0.4 0.1
H -3.1408 -4.0038 1.0118 1.1 1.3 2.0
```
Positions in Å, forces in eV/Å.